Entry w
{
  "formula": "C21H38ClInN5O3",
  "method": "wB97M-V/def2-TZVPD",
  "molar_mass_g_mol": 558.84,
  "charge": 1,
  "orbital_gap_ha": 0.332,
  "e_lumo_ev": -2.07,
  "elements": ["In", "N", "C", "C", "C", "N", "H", "H", "H", "H", "H", "H", "H", "H", "H", "H", "C", "C", "C", "C", "C", "C", "C", "C", "C", "C", "O", "O", "H", "H", "H", "H", "H", "H", "H", "H", "H", "H", "H", "C", "N", "C", "C", "O", "N", "C", "C", "H", "H", "H", "H", "H", "H", "H", "H", "H", "H", "H", "H", "C", "C", "N", "H", "H", "H", "Cl", "C", "H", "H"],
  "coordinates": [[-0.3191, 0.7539, -1.2102], [1.4845, 2.1563, -0.7878], [1.6286, 3.3671, -1.6273], [0.5414, 4.3930, -1.3451], [-0.8606, 3.9956, -1.7809], [-1.3922, 2.8834, -0.9706], [1.4671, 2.4099, 0.1969], [2.2801, 1.5389, -0.9167], [1.5808, 3.0529, -2.6730], [2.6077, 3.8241, -1.4688], [0.8098, 5.3135, -1.8663], [0.5426, 4.6440, -0.2776], [-0.8533, 3.6668, -2.8225], [-1.5174, 4.8668, -1.7259], [-2.3260, 2.6354, -1.2901], [-1.4954, 3.1682, -0.0007], [-3.1709, -1.0226, 6.4863], [-2.7063, -0.7113, 5.0917], [-3.2553, 0.3487, 4.3798], [-2.8377, 0.6652, 3.0953], [-3.4872, 1.8268, 2.3888], [-1.8103, -0.0962, 2.5179], [-1.2314, -1.1629, 3.2169], [-0.1356, -2.0177, 2.6355], [-1.7039, -1.4585, 4.4896], [-1.3595, 0.2203, 1.1376], [-2.1805, 0.4549, 0.2216], [-0.1010, 0.2604, 0.8643], [-4.2262, -0.7840, 6.6134], [-2.6103, -0.4339, 7.2153], [-3.0228, -2.0743, 6.7274], [-4.0393, 0.9429, 4.8355], [-4.1276, 2.3721, 3.0796], [-4.0851, 1.4951, 1.5416], [-2.7417, 2.5268, 2.0043], [-0.3238, -2.2733, 1.5927], [-0.0399, -2.9399, 3.2070], [0.8200, -1.4934, 2.6692], [-1.2743, -2.2984, 5.0243], [4.5730, -1.9916, -0.7190], [3.1527, -1.8094, -0.9856], [2.2645, -2.0396, 0.1438], [2.6811, -1.0769, -2.0228], [1.5978, -0.4609, -1.9400], [3.4140, -1.0227, -3.1693], [2.9734, -0.0942, -4.1987], [4.1522, -2.1794, -3.6692], [4.7932, -1.6202, 0.2838], [5.1716, -1.4279, -1.4285], [4.8621, -3.0428, -0.7643], [2.5662, -2.9616, 0.6399], [1.2407, -2.1377, -0.2036], [2.3081, -1.2199, 0.8668], [2.6867, 0.8547, -3.7527], [2.1215, -0.4866, -4.7608], [3.8015, 0.0777, -4.8843], [4.0506, -3.0211, -2.9913], [5.2107, -1.9524, -3.8029], [3.7370, -2.4750, -4.6344], [-3.3122, -3.1346, -0.5872], [-2.0636, -2.4621, -0.9114], [-1.0939, -1.9003, -1.1557], [-3.2656, -3.5240, 0.4283], [-3.4862, -3.9537, -1.2820], [-4.1279, -2.4169, -0.6586], [-2.5404, 1.2299, -3.5642], [-0.8907, 0.5843, -3.2727], [-0.2126, 1.1165, -3.9357], [-0.8935, -0.4683, -3.5367]],
  "lowdin_charge": [0.83, 0.00, -0.22, -0.18, -0.23, -0.02, 0.11, 0.09, 0.12, 0.12, 0.12, 0.12, 0.11, 0.12, 0.06, 0.10, -0.04, -0.25, 0.00, -0.19, -0.03, -0.06, -0.19, -0.03, 0.00, -0.57, -0.03, -0.06, 0.08, 0.09, 0.08, 0.12, 0.08, 0.09, 0.07, 0.06, 0.09, 0.08, 0.12, -0.04, -0.12, -0.04, -0.47, -0.06, -0.13, -0.03, -0.04, 0.10, 0.09, 0.10, 0.10, 0.06, 0.09, 0.08, 0.10, 0.10, 0.09, 0.10, 0.10, -0.02, -0.19, 0.18, 0.09, 0.09, 0.10, 0.51, -0.67, 0.00, -0.01]
}

Entry x
{
  "formula": "C21H38ClInN5O3",
  "method": "wB97M-V/def2-TZVPD",
  "molar_mass_g_mol": 558.84,
  "charge": 1,
  "orbital_gap_ha": 0.305,
  "e_lumo_ev": -2.24,
  "elements": ["In", "N", "C", "C", "C", "N", "H", "H", "H", "H", "H", "H", "H", "H", "H", "H", "C", "C", "C", "C", "C", "C", "C", "C", "C", "C", "O", "O", "H", "H", "H", "H", "H", "H", "H", "H", "H", "H", "H", "C", "N", "C", "C", "O", "N", "C", "C", "H", "H", "H", "H", "H", "H", "H", "H", "H", "H", "H", "H", "C", "C", "N", "H", "H", "H", "Cl", "C", "H", "H"],
  "coordinates": [[-0.5212, 0.8521, -0.1489], [-2.1138, 2.3670, 0.9424], [-3.5658, 2.1140, 0.9064], [-4.0976, 2.1084, -0.5230], [-3.6011, 0.9287, -1.3534], [-2.1805, 1.0850, -1.7149], [-1.8129, 2.5284, 1.8987], [-1.8932, 3.2098, 0.4224], [-4.1058, 2.8701, 1.4829], [-3.7539, 1.1398, 1.3616], [-3.8225, 3.0464, -1.0190], [-5.1861, 2.0716, -0.4816], [-4.2124, 0.8297, -2.2531], [-3.6912, 0.0144, -0.7667], [-2.0333, 1.9513, -2.2250], [-1.8594, 0.3293, -2.3213], [6.0626, -0.3717, 0.8240], [4.8491, -0.4348, -0.0630], [4.0728, -1.5853, -0.1351], [2.9150, -1.6371, -0.8966], [2.0832, -2.8886, -0.9598], [2.5241, -0.5002, -1.6107], [3.3187, 0.6437, -1.6052], [2.9796, 1.8472, -2.4462], [4.4674, 0.6648, -0.8205], [1.2564, -0.5714, -2.4196], [1.2410, -0.9980, -3.5515], [0.1266, -0.2492, -1.8022], [6.3862, -1.3685, 1.1189], [5.8343, 0.1900, 1.7325], [6.8911, 0.1301, 0.3242], [4.3754, -2.4663, 0.4203], [2.5108, -3.6706, -0.3346], [2.0197, -3.2512, -1.9866], [1.0639, -2.6917, -0.6161], [2.1845, 1.6248, -3.1584], [3.8567, 2.1773, -3.0035], [2.6626, 2.6703, -1.8052], [5.0812, 1.5605, -0.8098], [-1.3767, -2.9799, 3.4965], [-1.8397, -1.8325, 2.7291], [-1.8948, -0.5973, 3.4953], [-1.9063, -1.7941, 1.3830], [-1.8175, -0.6985, 0.7667], [-2.0863, -2.9412, 0.6904], [-1.8660, -2.9277, -0.7504], [-2.8930, -4.0557, 1.1714], [-0.5459, -2.6606, 4.1281], [-1.0191, -3.7687, 2.8437], [-2.1638, -3.3699, 4.1447], [-0.8998, -0.3150, 3.8450], [-2.5461, -0.7420, 4.3582], [-2.2889, 0.2002, 2.8735], [-1.1063, -2.1957, -1.0127], [-2.7875, -2.6942, -1.2933], [-1.5256, -3.9139, -1.0624], [-3.3965, -3.7996, 2.0991], [-2.2959, -4.9570, 1.3192], [-3.6594, -4.2768, 0.4265], [0.9974, 5.4058, -2.3815], [0.2748, 4.3880, -1.6535], [-0.3052, 3.5835, -1.0747], [1.8351, 5.7673, -1.7871], [0.3258, 6.2350, -2.6013], [1.3763, 4.9916, -3.3153], [1.3552, -0.5579, 1.9983], [1.0536, 1.0786, 1.3901], [1.9704, 1.4607, 0.9520], [0.7195, 1.6973, 2.2183]],
  "nbo_charge": [1.79, -0.86, -0.22, -0.42, -0.22, -0.88, 0.39, 0.40, 0.20, 0.20, 0.20, 0.24, 0.21, 0.21, 0.40, 0.44, -0.63, 0.01, -0.22, 0.03, -0.64, -0.12, -0.01, -0.64, -0.23, 0.79, -0.59, -0.93, 0.22, 0.22, 0.22, 0.21, 0.22, 0.24, 0.21, 0.22, 0.23, 0.20, 0.21, -0.41, -0.42, -0.41, 0.84, -0.80, -0.43, -0.42, -0.41, 0.22, 0.22, 0.21, 0.21, 0.21, 0.21, 0.25, 0.19, 0.22, 0.22, 0.21, 0.21, -0.74, 0.43, -0.45, 0.28, 0.28, 0.28, -0.05, -0.88, 0.24, 0.22]
}

Least stable = entry x

Entry w
{
  "formula": "C3H11NO4",
  "method": "wB97M-V/def2-TZVPD",
  "molar_mass_g_mol": 125.12,
  "orbital_gap_ha": 0.374,
  "smiles": "NC(=O)CCO.O.O",
  "e_lumo_ev": 0.10,
  "elements": ["N", "C", "O", "C", "C", "O", "H", "H", "H", "H", "H", "H", "H", "O", "H", "H", "O", "H", "H"],
  "coordinates": [[0.2561, -0.2982, -1.3138], [0.4150, -0.7117, -0.0274], [1.2371, -1.5948, 0.2105], [-0.3196, -0.0502, 1.0876], [0.4925, 1.2100, 1.5326], [-0.2704, 2.4084, 1.4094], [0.8498, -0.7199, -2.0125], [-0.2624, 0.4872, -1.6828], [-1.3024, 0.3551, 0.8251], [-0.4996, -0.7474, 1.8999], [0.6096, 1.1364, 2.6147], [1.4279, 1.3071, 0.9957], [-0.5989, 2.5388, 0.5066], [0.3561, -4.2291, -0.3932], [0.4455, -3.5168, -1.0318], [0.6323, -3.8369, 0.4421], [-1.6357, 2.8645, -1.7572], [-1.6980, 3.8178, -1.8439], [-1.9869, 2.4227, -2.5331]],
  "nbo_charge": [-0.83, 0.68, -0.65, -0.54, -0.05, -0.73, 0.40, 0.40, 0.23, 0.24, 0.19, 0.17, 0.47, -0.95, 0.47, 0.48, -0.97, 0.49, 0.48]
}

Entry x
{
  "formula": "C3H11NO4",
  "method": "wB97M-V/def2-TZVPD",
  "molar_mass_g_mol": 125.12,
  "orbital_gap_ha": 0.191,
  "e_lumo_ev": -4.21,
  "elements": ["O", "C", "C", "N", "C", "O", "H", "H", "H", "H", "H", "H", "H", "H", "H", "O", "H", "H", "O"],
  "coordinates": [[0.9386, 0.1884, -1.0797], [0.5705, 0.4834, 0.1437], [-0.6350, -0.0534, 0.5680], [-1.4281, -0.7911, -0.2299], [-2.8964, -0.4891, 0.0426], [-3.1965, 0.7602, -0.1436], [1.2542, 1.0894, 0.7246], [-1.6777, 2.7145, -2.2464], [-1.0578, 0.1693, 1.5394], [-1.1896, -0.5861, -1.2092], [-3.4229, -1.1970, -0.6317], [-3.0526, -0.8748, 1.0814], [-1.9153, 2.1091, -1.8731], [1.8868, -0.2434, -0.9507], [3.8875, -1.1411, -0.8297], [3.1814, -0.5937, -0.4828], [3.2304, -0.7058, 2.5722], [2.9487, -0.4990, 1.0368], [2.5739, -0.3399, 1.9681]],
  "nbo_charge": [-0.58, 0.41, 0.07, -0.35, 0.09, -0.62, 0.25, -0.01, 0.24, 0.42, 0.14, 0.13, 0.00, 0.53, 0.47, -1.15, 0.47, 0.51, -1.03]
}

Least stable = entry x

Entry w
{
  "formula": "C3H11NO4",
  "method": "wB97M-V/def2-TZVPD",
  "molar_mass_g_mol": 125.12,
  "orbital_gap_ha": 0.398,
  "smiles": "CCNC(=O)O.O.O",
  "e_lumo_ev": 0.73,
  "elements": ["C", "C", "N", "C", "O", "O", "H", "H", "H", "H", "H", "H", "H", "O", "H", "H", "O", "H", "H"],
  "coordinates": [[-0.8330, 2.4965, 0.9207], [-1.0750, 1.1847, 1.6776], [0.0870, 0.3071, 1.6320], [0.2829, -0.4850, 0.5524], [-0.5355, -0.6177, -0.3553], [1.4479, -1.1244, 0.5999], [-0.3605, 3.2432, 1.5565], [-0.2368, 2.3124, 0.0262], [-1.7600, 2.9228, 0.5288], [-1.2510, 1.3905, 2.7324], [-1.9211, 0.6640, 1.2431], [0.9060, 0.4379, 2.2008], [1.6385, -1.5698, -0.2655], [-0.2192, -1.3600, -2.7992], [-0.0079, -0.5654, -3.2941], [-0.5237, -1.0800, -1.9090], [1.8317, -2.6131, -1.5516], [1.1961, -2.1216, -2.1433], [1.3337, -3.4222, -1.3525]],
  "nbo_charge": [-0.62, -0.22, -0.62, 0.90, -0.73, -0.71, 0.21, 0.22, 0.22, 0.20, 0.22, 0.41, 0.52, -0.98, 0.47, 0.51, -0.97, 0.51, 0.48]
}

Entry x
{
  "formula": "C3H11NO4",
  "method": "wB97M-V/def2-TZVPD",
  "molar_mass_g_mol": 125.12,
  "orbital_gap_ha": 0.357,
  "smiles": "NCCC(=O)O.O.O",
  "e_lumo_ev": 0.28,
  "elements": ["N", "C", "C", "C", "O", "O", "H", "H", "H", "H", "H", "H", "H", "O", "H", "H", "O", "H", "H"],
  "coordinates": [[0.1497, -1.8564, 0.1461], [-0.4977, -1.1877, -1.0937], [0.5011, -0.3535, -1.8133], [0.6366, 1.0658, -1.1809], [0.6101, 1.5320, -0.0236], [1.4441, 1.6718, -2.1150], [-0.6664, -2.4780, 0.5662], [0.2880, -1.2205, 0.8867], [-0.8102, -2.0482, -1.6196], [-1.3728, -0.5577, -0.7316], [0.2957, -0.3864, -2.9183], [1.4627, -0.7355, -1.6860], [1.7852, 2.5891, -1.9015], [-1.3561, 1.3753, 1.8766], [-2.2803, 1.4510, 1.5777], [-0.6424, 1.5872, 1.1275], [0.1347, -0.5592, 3.0556], [-0.5679, 0.2217, 3.0516], [0.8858, -0.1107, 2.7958]],
  "nbo_charge": [-0.84, -0.23, -0.51, 0.83, -0.64, -0.70, 0.35, 0.37, 0.20, 0.18, 0.25, 0.26, 0.50, -1.02, 0.48, 0.52, -0.97, 0.51, 0.45]
}

Least stable = entry x

Entry w
{
  "formula": "CH3F2PS",
  "method": "wB97M-V/def2-TZVPD",
  "molar_mass_g_mol": 116.07,
  "orbital_gap_ha": 0.331,
  "smiles": "CSP(F)F",
  "e_lumo_ev": -0.15,
  "elements": ["C", "S", "P", "F", "F", "H", "H", "H"],
  "coordinates": [[0.5030, 0.3472, -0.5099], [1.5634, -1.0536, -0.4969], [3.3160, 0.3220, 0.4250], [3.7829, 1.1440, -0.8551], [4.5255, -0.7815, 0.3067], [0.4128, 0.7516, -1.5549], [1.0284, 1.0347, 0.1047], [-0.4571, -0.0105, -0.1084]],
  "nbo_charge": [-0.76, -0.14, 1.41, -0.58, -0.59, 0.22, 0.20, 0.23]
}

Entry x
{
  "formula": "CH3F2PS",
  "method": "wB97M-V/def2-TZVPD",
  "molar_mass_g_mol": 116.07,
  "orbital_gap_ha": [0.302, 0.245],
  "e_lumo_ev": [-0.91, -1.85],
  "elements": ["C", "F", "F", "P", "S", "H", "H", "H"],
  "coordinates": [[0.6832, 0.8225, -0.3851], [2.0799, -0.6607, -3.2254], [2.0244, -2.9117, -3.1014], [2.9490, -1.8057, -2.4965], [1.9079, -0.1790, 0.5303], [0.2271, 0.1568, -1.1975], [1.1504, 1.5804, -1.0823], [0.1163, 1.3231, 0.4187]],
  "nbo_charge": [-0.81, -0.59, -0.58, 1.24, 0.03, 0.25, 0.22, 0.24]
}

Least stable = entry x

Entry w
{
  "formula": "C2H5N2O3",
  "method": "wB97M-V/def2-TZVPD",
  "molar_mass_g_mol": 105.07,
  "charge": -1,
  "orbital_gap_ha": 0.332,
  "e_lumo_ev": 4.25,
  "elements": ["N", "C", "O", "O", "H", "H", "C", "N", "O", "H", "H", "H"],
  "coordinates": [[-0.0728, -1.7079, -1.6269], [-0.7276, -0.4499, -1.3434], [-1.8893, -0.5484, -0.9136], [-0.0169, 0.5736, -1.5028], [-0.7587, -2.4316, -1.7798], [0.5212, -1.6116, -2.4405], [0.5018, 0.5266, 1.7805], [1.2795, 1.0246, 0.8008], [0.6973, 0.7028, 2.9790], [-0.4136, 0.0286, 1.4281], [1.9940, 1.6688, 1.0898], [0.9752, 0.9519, -0.2051]],
  "nbo_charge": [-0.91, 0.87, -0.78, -0.83, 0.36, 0.35, 0.51, -0.84, -0.69, 0.14, 0.37, 0.46]
}

Entry x
{
  "formula": "C2H5N2O3",
  "method": "wB97M-V/def2-TZVPD",
  "molar_mass_g_mol": 105.07,
  "charge": -1,
  "orbital_gap_ha": [0.288, 0.288],
  "e_lumo_ev": [3.89, 3.89],
  "elements": ["C", "C", "N", "N", "O", "O", "O", "H", "H", "H", "H", "H"],
  "coordinates": [[-0.2377, 0.6471, 0.6188], [0.8058, -0.3706, 0.2273], [1.1374, -1.3566, 1.0409], [0.3688, -1.9317, 1.9570], [-0.8831, -2.1143, 1.8082], [0.9038, -2.1834, 3.0692], [0.0198, -0.8790, -1.9205], [-1.1812, 0.1777, 0.2392], [0.0511, 1.5882, 0.1126], [-0.3414, 0.8161, 1.7420], [1.6908, -0.1279, -0.4364], [0.8835, -0.7142, -2.3123]],
  "nbo_charge": [-0.71, 0.29, -0.41, 0.59, -0.47, -0.46, -1.14, 0.28, 0.22, 0.21, 0.20, 0.40]
}

Least stable = entry x

Entry w
{
  "formula": "CH9NSi2",
  "method": "wB97M-V/def2-TZVPD",
  "molar_mass_g_mol": 91.26,
  "orbital_gap_ha": 0.372,
  "smiles": "C[SiH2][SiH2]N",
  "e_lumo_ev": 0.40,
  "elements": ["C", "Si", "Si", "N", "H", "H", "H", "H", "H", "H", "H", "H", "H"],
  "coordinates": [[-1.5126, -0.1118, 1.3491], [-0.7478, -0.4315, -0.7927], [1.6907, -0.3231, -0.4320], [1.7005, 0.8206, 0.8572], [-1.1818, 0.8231, 1.8744], [-2.5598, -0.3811, 1.4853], [-0.9233, -0.8536, 1.8990], [-1.8351, 0.1663, -1.7015], [-1.1349, -1.8009, -1.0753], [2.7863, 0.0875, -1.4217], [2.4116, -1.5521, -0.0508], [0.9753, 1.5104, 0.9266], [2.6487, 1.2096, 0.9599]],
  "nbo_charge": [-0.93, 0.49, 0.92, -1.29, 0.21, 0.22, 0.21, -0.11, -0.16, -0.18, -0.17, 0.40, 0.39]
}

Entry x
{
  "formula": "CH9NSi2",
  "method": "wB97M-V/def2-TZVPD",
  "molar_mass_g_mol": 91.26,
  "orbital_gap_ha": 0.322,
  "e_lumo_ev": 0.35,
  "elements": ["C", "N", "Si", "Si", "H", "H", "H", "H", "H", "H", "H", "H", "H"],
  "coordinates": [[-1.5416, 1.1869, 0.9915], [1.5622, -0.8583, -1.7568], [-1.0054, -0.5670, 1.5445], [3.0316, 0.0000, -1.9160], [-2.4909, 1.5480, 0.9702], [-1.2051, 1.9120, 1.6494], [-1.1522, 1.3173, 0.0441], [0.6768, -0.5275, -2.2818], [1.6222, -1.8675, -1.5586], [-1.1537, -1.9351, 0.6792], [-1.2225, -1.0721, 2.9648], [0.4636, -0.2236, 1.3696], [2.4150, 1.0869, -2.7002]],
  "nbo_charge": [-1.03, -1.31, 0.79, 0.82, 0.23, 0.24, 0.23, 0.41, 0.40, -0.15, -0.15, -0.17, -0.31]
}

Least stable = entry x